No. 1
37
Properties=species:S:1:pos:R:3:forces:R:3:nbo_charge:R:1 method="wB97M-V/def2-TZVPD" e_tot_ev=-39216.4793 e_lumo_ev=0.816 total_charge=0
C 1.3302 2.1514 1.1165 -1.3 -0.6 0.4 -1.103
Si 0.5076 1.1273 -0.2176 -2.2 -1.5 0.6 1.643
C -1.2781 1.7158 -0.4644 0.5 0.9 1.2 -1.129
C 0.5369 -0.5911 0.6042 -1.0 -0.6 -1.5 -0.873
C -0.6628 -1.5995 0.5100 -0.6 2.5 -1.1 -0.379
C -1.7183 -1.2167 1.5465 -0.8 -1.8 -0.1 -0.084
C -2.8374 -2.3058 1.5835 1.1 -0.8 -2.3 -0.086
O -2.7361 -2.9568 2.8434 0.6 0.9 1.6 -0.503
C -1.7360 -2.2407 3.5129 0.1 1.7 -1.9 0.691
N -1.3268 -2.6647 4.7230 -0.4 0.4 -1.4 -0.800
N -1.2446 -1.2055 2.8887 0.3 -1.7 2.2 -0.584
C 1.1720 1.0857 -1.9639 1.4 -0.5 0.8 -0.462
C 2.5218 0.7201 -2.0015 1.5 0.9 -2.1 -0.192
C 3.2882 0.8959 -3.2091 -1.2 -1.1 1.6 -0.192
C 2.5391 1.2000 -4.3011 0.7 2.0 -1.2 -0.240
C 1.1932 1.6090 -4.2791 0.7 -0.8 -0.5 0.003
Cl 0.6850 2.1887 -5.8723 -0.6 -0.1 0.8 -0.014
C 0.4657 1.5074 -3.1100 2.5 -0.6 -0.1 -0.226
H 1.9735 2.8626 0.7420 1.8 1.6 -0.8 0.233
H 1.7956 1.5507 1.8841 0.5 -0.4 -0.1 0.245
H 0.6036 2.7172 1.6928 -0.5 0.1 -0.2 0.248
H -2.0279 1.1219 -0.9797 0.2 -0.3 0.0 0.240
H -1.1140 2.6260 -1.0726 -0.5 0.0 0.5 0.228
H -1.6379 1.9611 0.5845 0.1 0.0 -1.4 0.238
H 0.6558 -0.4383 1.6576 0.6 0.0 0.6 0.248
H 1.4024 -1.0678 0.1513 0.5 -0.2 0.3 0.225
H -1.2230 -1.6439 -0.4752 0.9 0.3 0.7 0.196
H -0.3116 -2.5796 0.6638 0.4 -1.4 0.5 0.200
H -2.1769 -0.2738 1.3542 -0.1 0.9 -0.6 0.189
H -3.7573 -1.8176 1.2598 -0.6 -0.5 1.0 0.187
H -2.6287 -3.1415 0.8565 -0.2 1.0 0.3 0.175
H -0.6339 -2.1956 5.2105 1.4 1.3 0.4 0.403
H -1.7065 -3.3767 5.2366 -1.6 -2.0 0.8 0.395
H 3.1408 0.3918 -1.1834 -0.5 0.0 0.8 0.211
H 4.3844 0.7624 -3.3101 -0.9 -0.1 0.3 0.224
H 3.1067 1.4627 -5.1913 -0.3 -0.4 -0.2 0.219
H -0.5444 1.6581 -2.9909 -2.1 0.8 -0.2 0.227

***

No. 2
126
Properties=species:S:1:pos:R:3:forces:R:3:lowdin_charge:R:1 method="wB97M-V/def2-TZVPD" e_tot_ev=-101853.4289 e_lumo_ev=-1.102 total_charge=0
C 4.6740 -4.2942 -1.6881 0.1 -0.8 0.4 -0.109
C 3.4446 -5.1865 -1.4870 -0.2 0.5 -0.6 -0.242
C 2.1023 -4.4627 -1.7751 0.2 -0.8 0.5 -0.174
C 1.4207 -3.9350 -0.5025 0.2 0.6 0.1 -0.138
C 1.3069 -2.3832 -0.3684 0.1 -0.5 0.2 -0.083
C 0.7510 -1.6966 -1.5855 -0.6 -0.2 0.4 -0.081
C -0.6311 -1.8009 -1.7723 -0.8 -0.1 -0.3 0.053
C -1.4811 -2.5867 -0.7488 -0.1 -0.4 0.8 -0.704
O -1.7943 -3.7415 -1.0488 0.4 -0.1 -0.3 0.023
O -1.7214 -1.9629 0.3048 0.0 0.5 -0.3 -0.003
C -1.2479 -1.1986 -2.8710 1.4 -0.5 -0.1 0.054
C -2.7409 -1.2499 -3.0738 -0.8 -0.4 -0.1 -0.393
O -3.3616 -0.2958 -3.4139 0.0 1.0 -0.2 0.154
O -3.3484 -2.4360 -2.8252 1.1 -0.2 0.7 0.001
N -4.5659 -2.1948 -2.1375 -1.2 0.9 -0.3 0.016
C -5.5901 -3.0898 -2.6158 0.1 -0.5 -0.2 -0.223
C -5.9103 -2.8874 -4.0927 -0.8 0.0 0.3 -0.230
C -6.7163 -1.6066 -4.3639 0.2 0.3 -0.4 -0.101
C -0.4101 -0.5246 -3.7957 -0.8 -0.3 0.1 -0.155
C -1.0395 0.1299 -4.9757 0.2 0.4 -0.7 -0.764
I -1.0966 -0.9909 -6.7721 0.1 0.0 0.5 0.895
C -1.5340 1.3656 -4.8838 0.3 -0.4 0.1 -0.824
C -1.4963 2.0820 -3.5529 -0.6 0.4 -0.1 -0.116
I -2.4003 2.3415 -6.5279 0.1 0.0 0.5 0.865
C 0.9661 -0.4784 -3.6053 -0.5 0.2 -0.5 -0.096
C 1.8244 0.1930 -4.6572 -0.3 0.2 0.1 -0.103
C 1.8998 1.7327 -4.5966 0.7 -0.5 -1.2 -0.130
C 2.7089 2.1911 -5.8189 -0.4 0.3 0.8 -0.183
F 4.0599 2.1281 -5.4881 0.1 -0.1 -0.3 -0.055
N 1.5055 -1.0412 -2.4927 0.3 0.0 -0.4 0.192
B 3.0105 -0.9302 -2.2661 0.4 0.5 1.0 -0.496
O 3.8349 -1.6010 -3.0841 -0.4 -0.5 0.0 0.203
C 3.5258 -0.0068 -1.0950 0.2 0.1 0.3 -0.117
C 3.3992 1.4993 -1.4122 -0.8 -0.3 -0.2 -0.078
H 4.6783 -3.4369 -1.0091 0.0 0.1 -0.1 0.072
H 5.5598 -4.8910 -1.4578 0.1 0.2 0.0 0.074
H 4.7419 -4.0109 -2.7373 0.0 0.3 0.1 0.069
H 3.5342 -6.0054 -2.2035 0.1 -0.1 0.2 0.103
H 3.4277 -5.6128 -0.4842 0.0 -0.1 0.0 0.102
H 1.4446 -5.2111 -2.2188 -0.1 0.2 -0.1 0.113
H 2.2811 -3.6998 -2.5354 -0.1 0.1 0.0 0.096
H 1.9954 -4.2445 0.3744 0.0 0.0 0.0 0.112
H 0.4288 -4.3538 -0.3535 -0.1 0.0 -0.3 0.101
H 2.2433 -1.9829 0.0140 0.1 0.1 -0.4 0.101
H 0.5704 -2.2183 0.4196 0.0 0.2 0.0 0.121
H -4.4037 -2.2815 -1.1418 0.5 -0.4 -0.1 0.093
H -5.3612 -4.1444 -2.4012 0.2 0.0 -0.2 0.117
H -6.5094 -2.8755 -2.0641 0.2 0.2 0.2 0.122
H -6.5531 -3.7299 -4.3598 0.2 -0.1 -0.1 0.101
H -5.0156 -2.9294 -4.7107 0.0 -0.1 0.0 0.101
H -7.1256 -1.1543 -3.4602 0.1 -0.1 0.1 0.070
H -6.1043 -0.8545 -4.8628 0.0 0.1 0.2 0.063
H -7.5589 -1.7935 -5.0321 0.0 -0.1 0.0 0.062
H -2.0864 1.5455 -2.8123 -0.1 -0.2 -0.1 0.082
H -0.4895 2.1644 -3.1467 0.1 0.2 -0.1 0.074
H -1.9639 3.0607 -3.6377 0.3 0.1 0.0 0.064
H 1.3397 -0.0106 -5.6118 0.0 -0.2 0.0 0.060
H 2.8249 -0.2294 -4.7460 0.0 0.0 0.3 0.122
H 0.9210 2.1853 -4.7127 -0.1 0.0 0.4 0.094
H 2.4512 2.0907 -3.7352 -0.4 0.2 0.2 0.088
H 2.4529 3.2276 -6.0389 0.2 0.0 -0.2 0.121
H 2.5153 1.5616 -6.6877 0.1 0.0 -0.1 0.123
H 4.6754 -1.7725 -2.6426 0.2 0.2 -0.3 0.111
H 4.5646 -0.2341 -0.8306 0.0 -0.1 -0.1 0.110
H 2.9595 -0.1642 -0.1761 -0.1 -0.1 -0.1 0.096
H 3.5429 2.1202 -0.5309 0.4 0.0 0.0 0.076
H 2.3585 1.6747 -1.7019 0.1 0.2 -0.1 0.067
H 4.0320 1.8064 -2.2432 0.1 0.1 0.1 0.079
O -5.4650 0.2751 2.6773 0.0 -0.5 -3.2 -0.293
P -5.6300 -1.2235 2.6665 -0.2 -1.0 5.8 0.703
N -7.1540 -1.3681 3.4826 -0.3 -0.5 0.1 -0.334
C -7.3104 -0.8412 4.8279 0.3 0.1 0.2 -0.131
C -8.2437 -0.8794 2.6425 0.1 -0.1 -0.4 -0.155
N -4.2350 -1.6241 3.6193 0.7 0.2 -0.3 -0.317
C -4.2995 -2.0377 4.9987 -0.3 -0.4 0.0 -0.146
C -3.0558 -0.7977 3.3854 -0.2 0.4 0.0 -0.144
N -5.7211 -2.8275 2.1022 0.1 1.1 -2.2 -0.316
C -6.6398 -3.8670 2.5229 -0.7 0.1 -0.1 -0.109
C -4.6183 -3.2871 1.2642 0.0 0.1 0.0 -0.121
H -8.3554 -0.9209 5.1353 -0.1 0.0 -0.2 0.079
H -7.0068 0.2094 4.9174 0.0 0.0 0.0 0.086
H -6.7530 -1.4314 5.5532 0.1 0.1 -0.1 0.054
H -8.1587 -1.2917 1.6317 0.0 0.0 0.0 0.072
H -8.2414 0.2147 2.5598 0.0 0.0 0.0 0.081
H -9.2077 -1.2049 3.0403 0.0 0.0 0.1 0.079
H -4.5104 -1.1968 5.6767 0.0 -0.1 0.1 0.079
H -3.3456 -2.4791 5.3015 0.1 0.1 -0.1 0.079
H -5.0495 -2.8166 5.1536 -0.1 0.1 0.0 0.069
H -3.0983 0.1526 3.9369 0.0 0.0 0.0 0.078
H -2.9469 -0.5691 2.3269 0.0 0.0 0.0 0.059
H -2.1563 -1.3396 3.6871 -0.1 -0.1 0.1 0.080
H -6.5728 -4.0590 3.5957 0.0 0.1 0.0 0.075
H -6.4082 -4.7993 2.0037 0.2 0.1 -0.1 0.082
H -7.6749 -3.6305 2.2762 0.0 0.0 0.1 0.069
H -3.9231 -3.9094 1.8321 0.0 0.0 0.0 0.097
H -4.0515 -2.4453 0.8657 0.2 0.0 0.2 0.045
H -4.9829 -3.8608 0.4066 -0.1 0.0 0.1 0.078
O 3.7064 5.0867 2.0360 -1.1 2.6 1.5 -0.294
P 4.7851 5.2324 3.0790 3.4 -4.6 -1.5 0.698
N 6.1738 5.4153 2.0626 0.5 0.1 0.2 -0.333
C 6.5085 4.3722 1.1101 -0.2 -0.5 0.0 -0.130
C 6.1611 6.7093 1.3827 -0.2 0.2 0.3 -0.148
N 4.6039 3.6697 3.8197 -0.7 -0.2 0.4 -0.323
C 5.5186 2.5728 3.6162 0.4 0.1 0.2 -0.143
C 3.2339 3.1793 3.9222 -0.1 0.1 -0.4 -0.146
N 5.6432 5.7937 4.4409 -1.8 1.6 0.0 -0.326
C 7.0762 5.9870 4.5666 0.3 0.4 -0.4 -0.106
C 4.9091 5.8865 5.6959 -0.1 -0.1 0.0 -0.126
H 7.3399 4.6876 0.4768 -0.1 0.3 0.0 0.082
H 5.6655 4.1027 0.4608 0.0 0.0 -0.1 0.080
H 6.8672 3.4745 1.6110 -0.2 0.0 0.1 0.054
H 5.9381 7.5106 2.0944 0.0 0.0 0.0 0.075
H 5.4079 6.7483 0.5866 0.0 0.0 0.0 0.082
H 7.1427 6.9252 0.9562 0.0 -0.1 0.0 0.081
H 5.3978 2.1087 2.6256 0.1 -0.1 0.0 0.075
H 5.3489 1.7990 4.3699 -0.1 0.0 0.0 0.081
H 6.5578 2.8841 3.7392 0.0 0.1 -0.1 0.071
H 2.8828 2.7223 2.9870 -0.1 0.0 0.0 0.076
H 2.5502 3.9887 4.1740 0.0 0.0 -0.1 0.069
H 3.1615 2.4380 4.7219 0.2 0.0 0.0 0.081
H 7.6286 5.0660 4.3723 0.0 0.0 -0.1 0.077
H 7.3200 6.3128 5.5798 -0.3 0.0 0.1 0.083
H 7.4488 6.7637 3.9000 0.1 -0.1 -0.1 0.071
H 5.1460 5.0419 6.3502 0.0 0.0 0.0 0.087
H 3.8329 5.8834 5.5196 0.0 -0.1 0.0 0.073
H 5.1394 6.8165 6.2211 0.0 0.0 0.0 0.081